This record from the Open Molecules 2025 dataset describes a cluster of 22 separate species, C99H139B2Cl4F10O8P in total. The level of theory is ωB97M-V with the def2-TZVPD basis set.

Atoms and positions in Å:
C  -0.698  0.286  -4.524
C  -0.879  1.520  -3.598
C  0.109  1.429  -2.419
C  -0.372  0.446  -1.375
P  0.486  0.409  0.252
C  -0.471  -0.657  1.402
C  -1.986  -0.523  1.294
C  -2.696  -1.324  2.368
C  -2.958  -2.794  2.042
C  2.218  -0.012  0.039
C  2.960  -0.680  1.195
C  2.847  -2.202  1.196
C  3.753  -2.858  2.226
C  0.432  2.131  0.890
C  1.076  2.464  2.242
C  0.991  3.895  2.660
C  -0.394  4.543  2.530
H  0.311  0.233  -4.936
H  -1.264  0.349  -5.462
H  -0.918  -0.672  -4.052
H  -1.864  1.484  -3.119
H  -0.858  2.430  -4.199
H  0.181  2.423  -1.966
H  1.074  1.053  -2.773
H  -0.216  -0.573  -1.762
H  -1.439  0.504  -1.149
H  -0.141  -0.309  2.384
H  -0.068  -1.646  1.173
H  -2.350  -0.806  0.305
H  -2.261  0.525  1.444
H  -3.618  -0.847  2.706
H  -2.040  -1.293  3.247
H  -3.683  -2.920  1.237
H  -3.349  -3.354  2.897
H  -2.033  -3.297  1.754
H  2.585  0.935  -0.370
H  2.168  -0.625  -0.877
H  2.565  -0.264  2.125
H  4.018  -0.443  1.056
H  3.105  -2.518  0.183
H  1.797  -2.428  1.384
H  3.404  -3.843  2.540
H  3.704  -2.205  3.107
H  4.805  -2.961  1.956
H  -0.629  2.403  0.958
H  0.752  2.787  0.076
H  2.129  2.157  2.246
H  0.670  1.792  3.008
H  1.686  4.509  2.083
H  1.208  3.991  3.727
H  -1.194  3.898  2.908
H  -0.725  4.718  1.502
H  -0.402  5.491  3.068
B  -0.068  -3.885  -4.990
H  0.144  -4.552  -4.068
H  -0.402  -4.511  -5.915
H  -0.874  -3.110  -4.679
H  0.912  -3.344  -5.278
B  0.230  -3.023  -1.271
H  1.221  -2.449  -1.100
H  0.435  -4.163  -1.252
H  -0.454  -2.759  -0.360
H  -0.280  -2.757  -2.266
C  3.285  -0.358  -4.307
O  2.368  -1.275  -3.834
H  2.954  0.222  -5.197
H  3.695  0.360  -3.555
H  4.200  -0.901  -4.628
C  -7.124  -0.115  4.930
Cl  -8.249  0.132  3.571
Cl  -6.785  1.469  5.634
Cl  -7.934  -1.160  6.112
Cl  -5.577  -0.854  4.469
C  2.540  4.020  -2.776
C  3.420  3.406  -1.736
O  3.141  3.486  -0.548
C  4.600  2.581  -2.207
H  2.512  3.334  -3.622
H  2.925  5.035  -2.897
H  1.555  4.103  -2.320
H  5.456  2.751  -1.553
H  4.801  2.940  -3.215
H  4.341  1.526  -2.115
C  2.061  -1.483  6.476
C  1.250  -1.734  5.213
O  1.352  -0.985  4.271
C  0.167  -2.761  5.330
H  2.951  -0.948  6.132
H  2.354  -2.433  6.919
H  1.582  -0.774  7.150
H  -0.468  -2.556  4.459
H  -0.553  -2.571  6.127
H  0.511  -3.788  5.230
C  -3.176  -3.533  -1.780
C  -2.823  -4.988  -1.584
O  -2.925  -5.772  -2.500
C  -2.430  -5.472  -0.219
H  -4.072  -3.221  -1.236
H  -3.335  -3.279  -2.825
H  -2.268  -2.956  -1.556
H  -1.488  -4.991  0.056
H  -2.333  -6.556  -0.171
H  -3.151  -5.200  0.559
C  0.399  -5.384  1.657
C  0.946  -6.681  1.138
O  1.433  -7.493  1.917
C  0.859  -6.997  -0.317
H  -0.558  -5.451  2.176
H  0.215  -4.728  0.798
H  1.129  -4.891  2.301
H  1.683  -6.534  -0.867
H  -0.086  -6.699  -0.768
H  1.080  -8.049  -0.506
C  -5.387  3.069  -0.647
C  -4.035  2.776  0.011
O  -3.083  2.338  -0.590
C  -3.857  3.129  1.480
H  -5.564  4.149  -0.620
H  -6.195  2.592  -0.095
H  -5.300  2.793  -1.695
H  -3.102  3.905  1.596
H  -3.554  2.250  2.048
H  -4.821  3.462  1.870
C  -0.560  -0.191  -9.451
C  -0.520  0.877  -8.381
O  -1.491  1.593  -8.216
C  0.710  1.120  -7.540
H  -1.108  0.243  -10.287
H  -0.968  -1.138  -9.106
H  0.447  -0.362  -9.840
H  1.495  1.383  -8.260
H  0.872  0.210  -6.961
H  0.719  2.022  -6.932
C  6.982  -4.731  4.408
C  8.339  -4.707  5.102
O  8.573  -3.975  6.031
C  9.427  -5.661  4.587
H  6.930  -4.250  3.429
H  6.273  -4.146  4.995
H  6.625  -5.752  4.284
H  9.381  -6.651  5.032
H  10.387  -5.187  4.789
H  9.321  -5.660  3.501
F  -0.666  5.048  -2.524
C  -1.023  5.846  -1.508
C  -2.278  5.713  -0.965
C  -2.669  6.530  0.085
C  -1.789  7.541  0.493
C  -0.499  7.666  -0.052
C  -0.098  6.756  -0.997
H  -2.957  4.974  -1.369
H  -3.572  6.357  0.654
H  -2.189  8.221  1.235
H  0.134  8.449  0.341
H  0.885  6.748  -1.450
F  2.630  4.871  6.251
C  3.726  4.376  5.642
C  3.703  3.079  5.140
C  4.863  2.540  4.632
C  5.996  3.309  4.448
C  5.968  4.608  4.941
C  4.874  5.177  5.558
H  2.795  2.496  5.218
H  4.774  1.523  4.268
H  6.926  2.894  4.086
H  6.837  5.247  4.833
H  4.852  6.168  5.983
F  -6.082  -1.345  0.001
C  -6.078  -0.607  -1.134
C  -7.274  -0.153  -1.637
C  -7.289  0.437  -2.910
C  -6.101  0.685  -3.577
C  -4.885  0.318  -3.021
C  -4.890  -0.344  -1.801
H  -8.184  -0.463  -1.138
H  -8.288  0.712  -3.219
H  -6.139  1.230  -4.512
H  -3.914  0.482  -3.470
H  -4.041  -0.752  -1.265
F  3.639  -5.712  8.895
C  2.999  -6.085  7.776
C  3.034  -5.274  6.656
C  2.484  -5.684  5.462
C  1.866  -6.929  5.358
C  1.769  -7.708  6.493
C  2.342  -7.298  7.690
H  3.633  -4.374  6.571
H  2.670  -5.046  4.607
H  1.518  -7.315  4.407
H  1.246  -8.655  6.495
H  2.233  -7.910  8.578
F  8.266  -5.831  1.293
C  6.942  -5.836  0.951
C  6.042  -6.605  1.669
C  4.696  -6.448  1.403
C  4.249  -5.555  0.424
C  5.177  -4.888  -0.332
C  6.544  -4.987  -0.056
H  6.413  -7.337  2.374
H  4.026  -7.063  1.992
H  3.192  -5.421  0.242
H  4.872  -4.177  -1.090
H  7.264  -4.400  -0.609
F  -3.011  -2.307  6.767
C  -4.192  -2.893  7.047
C  -4.640  -3.921  6.228
C  -5.817  -4.559  6.562
C  -6.484  -4.187  7.738
C  -6.069  -3.116  8.510
C  -4.896  -2.442  8.169
H  -4.110  -4.228  5.337
H  -6.151  -5.285  5.833
H  -7.367  -4.769  7.970
H  -6.575  -2.849  9.427
H  -4.520  -1.633  8.778
F  1.940  7.514  2.297
C  3.275  7.395  2.438
C  4.000  6.473  1.693
C  5.360  6.374  1.946
C  5.967  7.195  2.882
C  5.237  8.107  3.640
C  3.868  8.206  3.383
H  3.482  5.810  1.010
H  6.003  5.683  1.418
H  7.008  7.176  3.185
H  5.594  8.656  4.500
H  3.224  8.822  3.998
F  -3.384  -2.232  -4.780
C  -4.127  -1.799  -5.793
C  -3.469  -1.458  -6.974
C  -4.285  -1.007  -8.007
C  -5.674  -1.080  -7.939
C  -6.302  -1.428  -6.757
C  -5.490  -1.747  -5.683
H  -2.396  -1.438  -7.092
H  -3.843  -0.666  -8.935
H  -6.270  -0.706  -8.763
H  -7.373  -1.528  -6.639
H  -5.893  -2.088  -4.735
F  -4.562  5.790  -3.524
C  -4.376  4.977  -4.580
C  -3.920  3.693  -4.326
C  -3.665  2.772  -5.339
C  -3.963  3.170  -6.638
C  -4.324  4.461  -6.927
C  -4.549  5.361  -5.908
H  -3.794  3.426  -3.280
H  -3.378  1.743  -5.173
H  -3.997  2.348  -7.343
H  -4.472  4.871  -7.918
H  -4.682  6.424  -6.080
F  -1.769  5.526  -8.865
C  -1.065  5.859  -7.765
C  -0.850  4.868  -6.812
C  -0.030  5.162  -5.734
C  0.495  6.431  -5.565
C  0.207  7.431  -6.477
C  -0.561  7.145  -7.615
H  -1.280  3.894  -7.011
H  0.044  4.367  -5.002
H  1.176  6.618  -4.744
H  0.560  8.414  -6.192
H  -0.793  7.917  -8.335

Values from the calculation:
**Kohn-Sham gap**: 2.67 eV
**Multiplicity**: 1
**LUMO energy**: 2.37 eV
**Charge**: -2

---

This record from the Open Molecules 2025 dataset describes an isolated molecule of C11H19N3. The level of theory is ωB97M-V with the def2-TZVPD basis set.

Atoms and positions in Å:
C  -2.119  1.805  -0.942
C  -1.566  0.749  0.100
C  -2.122  0.992  1.563
N  -0.074  0.827  0.223
N  0.442  2.040  0.610
C  1.711  2.193  0.235
C  2.141  1.156  -0.732
C  3.387  0.631  -0.260
N  4.392  0.328  0.249
C  0.981  0.036  -0.664
C  0.643  -0.379  -2.069
C  1.499  -1.121  0.286
C  1.574  -0.703  1.761
C  0.790  -2.399  0.217
H  -1.998  2.761  -0.324
H  -1.537  1.845  -1.824
H  -3.202  1.763  -0.884
H  -1.703  -0.401  -0.149
H  -1.887  1.924  1.940
H  -1.720  0.149  1.962
H  -3.267  0.844  1.726
H  2.238  3.077  0.545
H  2.278  1.592  -1.718
H  -0.376  -0.668  -2.224
H  1.350  -1.213  -2.299
H  0.975  0.470  -2.658
H  2.543  -1.282  -0.225
H  1.392  0.337  1.788
H  2.500  -0.933  2.352
H  0.640  -1.052  2.177
H  -0.163  -2.440  0.645
H  1.468  -3.165  0.737
H  0.764  -2.745  -0.779

Values from the calculation:
**Kohn-Sham gap**: 8.99 eV
**SMILES string**: CC(C)N1N=C[C@@H](C#N)[C@@]1(C)C(C)C
**Multiplicity**: 1
**LUMO energy**: 0.72 eV
**Energy relative to the best compared isomer or geometry (same formula, charge and spin)**: 65.6 kcal/mol

---

This record from the Open Molecules 2025 dataset describes a cluster of 2 separate species, C9H14O in total. The level of theory is ωB97M-V with the def2-TZVPD basis set.

Atoms and positions in Å:
C  -1.272  -3.141  0.059
C  -0.949  -1.671  0.389
C  -1.441  -0.623  -0.450
C  -0.968  0.655  -0.214
C  -0.011  0.902  0.809
O  0.297  2.192  1.065
C  0.291  -0.075  1.738
C  -0.119  -1.365  1.453
H  -0.396  -3.754  -0.152
H  -1.948  -3.217  -0.804
H  -1.730  -3.614  0.931
H  -2.298  -0.830  -1.089
H  -1.414  1.410  -0.872
H  0.240  2.917  0.440
H  0.934  0.210  2.553
H  0.215  -2.246  1.968
C  1.813  2.058  -1.845
C  1.531  0.563  -1.925
H  2.193  2.175  -0.802
H  2.438  2.329  -2.696
H  0.902  2.658  -1.971
H  2.336  0.057  -1.339
H  1.241  0.078  -2.836
H  0.771  0.321  -1.141

Values from the calculation:
**Kohn-Sham gap**: 9.11 eV
**SMILES string**: Cc1ccc(O)cc1.CC
**Multiplicity**: 1
**LUMO energy**: 0.90 eV
**Energy relative to the best compared isomer or geometry (same formula, charge and spin)**: 33.4 kcal/mol